(1)
A molecular structure, C23H15Cl2MnN4O2. Source: OMol25; level of theory: ωB97M-V/def2-TZVPD.

Results
⟨S²⟩: 1.1928
LUMO (alpha / beta): -12.28 / -12.17 eV
net charge: +3
orbital gap (alpha / beta): 6.36 / 6.56 eV
maximum force: 0.30 eV/Å
spin multiplicity: 2

Cartesian coordinates (Å):
Mn -0.223 -0.681 -0.594
Cl 2.221 4.582 2.821
C 1.405 3.199 2.352
C 1.505 2.744 1.076
C 0.757 1.599 0.712
N 0.591 1.110 -0.485
C 1.686 1.252 -1.449
O 1.853 2.153 -2.192
C 2.537 0.044 -1.201
C 3.871 0.003 -1.526
C 4.632 -1.060 -1.037
C 4.020 -2.003 -0.229
C 2.654 -1.911 0.017
N 1.914 -0.918 -0.476
C 0.061 0.799 1.767
C -0.108 1.344 3.058
C 0.549 2.498 3.362
Cl 0.453 3.137 4.903
N -0.369 -0.358 1.333
C -1.672 -0.810 1.844
O -1.863 -1.473 2.799
C -2.658 -0.183 0.900
C -3.952 0.119 1.253
C -4.695 0.924 0.387
C -4.101 1.396 -0.772
C -2.803 1.008 -1.079
N -2.098 0.222 -0.263
H 2.068 3.299 0.336
H 4.304 0.799 -2.119
H 5.688 -1.130 -1.264
H 4.581 -2.817 0.208
H 2.156 -2.651 0.630
H -0.659 0.811 3.822
H -4.352 -0.241 2.192
H -5.716 1.190 0.630
H -4.635 2.047 -1.452
H -2.328 1.319 -2.002
C -0.719 -1.357 -2.763
C 0.371 -2.089 -2.320
C -0.040 -2.844 -1.141
C -1.386 -2.595 -0.906
C -1.834 -1.716 -1.939
H -0.749 -0.704 -3.623
H 1.352 -2.108 -2.768
H 0.586 -3.514 -0.574
H -2.000 -3.037 -0.134
H -2.854 -1.401 -2.093

Atomic partial charges in e from the Mulliken method, atoms 1 to 8: -0.08, -0.02, 0.11, -1.08, 1.02, 0.39, -0.40, -0.43

***

(2)
A molecular structure, C23H15Cl5F3IrN7O5S4 at a distorted geometry. Source: OMol25; level of theory: ωB97M-V/def2-TZVPD.

Results
⟨S²⟩: 0.7760
LUMO (alpha / beta): -1.71 / -1.68 eV
orbital gap (alpha / beta): 6.27 / 6.28 eV
maximum force: 4.09 eV/Å
spin multiplicity: 2

Cartesian coordinates (Å):
Ir -0.635 0.266 0.670
N 0.886 -3.529 -1.668
C 0.954 -2.367 -1.009
S 0.280 -2.319 0.648
N 1.531 -1.307 -1.478
N 1.419 -0.204 -0.798
C 2.222 0.846 -0.772
C 2.073 1.690 0.329
C 2.946 2.772 0.600
C 2.932 3.365 1.830
C 2.021 2.895 2.794
C 1.102 1.934 2.432
N 1.080 1.350 1.235
H 0.261 -4.250 -1.305
H 1.129 -3.532 -2.646
H 2.976 1.016 -1.529
H 3.634 3.082 -0.172
H 3.615 4.164 2.071
H 2.027 3.290 3.797
H 0.366 1.611 3.154
Cl -0.834 3.493 0.361
C -1.163 2.664 -1.109
C -0.991 1.274 -1.134
C -1.324 0.667 -2.353
Cl -1.246 -1.041 -2.525
C -1.766 1.376 -3.471
Cl -2.139 0.556 -4.925
C -1.919 2.756 -3.399
Cl -2.491 3.639 -4.745
C -1.621 3.402 -2.202
Cl -1.839 5.093 -2.087
F -2.941 -1.559 4.722
C -3.180 -0.767 3.671
F -4.283 -0.057 3.923
F -3.471 -1.583 2.640
S -1.702 0.363 3.326
O -1.388 0.881 4.618
O -2.182 1.317 2.351
O -0.734 -0.572 2.758
N -4.203 -5.447 5.405
C -3.769 -5.203 4.137
C -4.595 -5.466 3.035
C -4.140 -5.243 1.753
C -2.851 -4.778 1.567
C -2.010 -4.516 2.637
C -2.465 -4.733 3.918
S -2.287 -4.408 -0.066
O -1.045 -5.079 -0.354
O -3.360 -4.557 -1.013
N -1.895 -2.810 0.040
C -2.756 -1.847 -0.057
S -4.418 -2.116 -0.607
C -4.701 -0.426 -0.415
C -3.592 0.215 0.024
N -2.503 -0.574 0.210
H -5.183 -5.606 5.559
H -3.683 -5.064 6.175
H -5.597 -5.827 3.205
H -4.764 -5.418 0.889
H -1.020 -4.135 2.445
H -1.833 -4.524 4.767
H -5.653 0.008 -0.640
H -3.523 1.259 0.269

Atomic partial charges in e from the Mulliken method, atoms 1 to 8: 0.60, -0.24, 0.29, -0.06, -1.66, 1.30, -0.94, 0.99

***

(3)
A molecular structure, C23H15Cl5N2OPdS. Source: OMol25; level of theory: ωB97M-V/def2-TZVPD.

Results
energy above the lowest of the compared OMol25 structures with the same formula, charge and spin: 21.86 kJ/mol
LUMO (alpha / beta): -1.29 / -1.28 eV
orbital gap (alpha / beta): 6.21 / 6.22 eV
maximum force: 0.76 eV/Å

Cartesian coordinates (Å):
Pd -0.022 -0.049 0.088
Cl -5.695 3.120 2.849
C -4.106 2.729 2.310
C -3.913 1.778 1.319
Cl -5.256 0.986 0.585
C -2.626 1.467 0.913
Cl -2.367 0.279 -0.348
C -1.472 2.058 1.446
O -0.266 1.761 1.086
C -1.706 3.044 2.435
Cl -0.321 3.821 3.099
C -2.985 3.360 2.862
Cl -3.203 4.537 4.098
C 3.494 3.018 -2.135
C 2.423 2.275 -2.604
C 1.939 1.205 -1.867
C 2.492 0.884 -0.624
C 3.579 1.638 -0.160
C 4.074 2.684 -0.915
N 1.900 -0.127 0.136
C 2.599 -0.750 1.175
C 3.850 -1.328 0.937
C 4.512 -2.005 1.948
C 3.953 -2.115 3.215
C 2.718 -1.528 3.456
C 2.044 -0.853 2.450
H 3.877 3.849 -2.712
H 1.975 2.512 -3.561
H 1.139 0.588 -2.264
H 4.011 1.413 0.805
H 4.909 3.261 -0.537
H 4.286 -1.259 -0.051
H 5.474 -2.457 1.738
H 4.478 -2.637 4.004
H 2.279 -1.580 4.445
H 1.094 -0.368 2.643
S -1.068 -2.191 1.384
C -0.219 -2.853 2.686
N 0.674 -3.857 2.475
C 1.389 -4.481 3.440
C 1.232 -4.122 4.740
C 0.328 -3.079 5.033
C -0.367 -2.453 4.039
H 0.794 -4.125 1.506
H 2.066 -5.253 3.108
H 1.795 -4.621 5.513
H 0.192 -2.766 6.061
H -1.055 -1.646 4.242

Atomic partial charges in e from the Mulliken method, atoms 1 to 8: 0.09, -0.20, 0.41, -0.28, -0.20, 0.53, -0.13, -0.16

***

(4)
A molecular structure, C23H15ClIN10OPPdS2. Source: OMol25; level of theory: ωB97M-V/def2-TZVPD.

Results
energy above the lowest of the compared OMol25 structures with the same formula, charge and spin: 103.55 kJ/mol
LUMO: 3.78 eV
net charge: -2
orbital gap: 5.84 eV
maximum force: 0.63 eV/Å

Cartesian coordinates (Å):
Pd 0.000 0.195 1.958
N -3.651 0.228 2.363
C -3.061 -1.009 2.203
N -3.777 -2.124 2.143
N -2.848 -3.092 1.973
N -1.665 -2.583 1.935
N -1.761 -1.236 2.086
C -3.019 1.456 2.415
N -3.699 2.582 2.581
N -2.740 3.536 2.577
N -1.576 3.007 2.417
N -1.714 1.661 2.309
H -4.650 0.237 2.451
Cl 6.019 -0.115 5.228
C 4.313 -0.062 4.825
C 3.383 -0.115 5.825
C 2.010 -0.075 5.540
I 0.628 -0.160 7.089
C 1.539 0.020 4.233
O 0.294 0.059 3.905
C 2.538 0.075 3.208
N 2.039 0.168 1.934
C 2.863 0.223 0.918
C 4.261 0.190 1.103
C 4.786 0.097 2.356
C 3.916 0.036 3.471
H 3.710 -0.189 6.853
H 2.436 0.301 -0.068
H 4.895 0.240 0.227
H 5.855 0.071 2.516
S 2.158 0.859 -2.464
P 0.278 0.330 -2.124
S -0.633 0.252 -0.334
C -0.019 -1.316 -2.884
C -0.524 -2.386 -2.158
C -0.721 -3.616 -2.778
C -0.422 -3.779 -4.120
C 0.084 -2.708 -4.852
C 0.288 -1.485 -4.235
C -0.845 1.373 -3.128
C -2.220 1.138 -3.092
C -3.079 1.916 -3.849
C -2.576 2.940 -4.644
C -1.212 3.179 -4.679
C -0.346 2.396 -3.922
H -0.763 -2.255 -1.108
H -1.113 -4.444 -2.199
H -0.580 -4.737 -4.601
H 0.323 -2.830 -5.902
H 0.699 -0.652 -4.794
H -2.612 0.357 -2.452
H -4.146 1.736 -3.804
H -3.251 3.555 -5.227
H -0.816 3.982 -5.289
H 0.722 2.571 -3.933

Atomic partial charges in e from the Mulliken method, atoms 1 to 8: 0.23, -0.09, 0.50, -0.62, -0.62, -0.69, 0.67, 0.42

***

(5)
A molecular structure, C23H15IN2O4Sc. Source: OMol25; level of theory: ωB97M-V/def2-TZVPD.

Results
energy above the lowest of the compared OMol25 structures with the same formula, charge and spin: 240.22 kJ/mol
LUMO: 2.00 eV
net charge: -1
orbital gap: 4.36 eV
maximum force: 0.74 eV/Å

Cartesian coordinates (Å):
Sc -1.180 0.179 0.034
O 1.868 2.392 -1.281
C 0.700 2.177 -1.029
O 0.106 1.016 -1.230
C -1.532 2.812 -0.291
C -2.492 3.414 -1.038
C -3.867 3.139 -0.867
C -4.183 2.042 -0.068
C -5.456 1.419 -0.002
C -5.693 0.282 0.743
C -4.687 -0.319 1.488
C -3.424 0.286 1.471
C -3.150 1.438 0.737
N -1.815 1.943 0.813
H -2.167 4.128 -1.786
H -4.608 3.601 -1.505
H -6.267 1.853 -0.578
H -6.690 -0.145 0.732
H -4.858 -1.210 2.075
H -2.653 -0.104 2.140
N -0.156 3.135 -0.469
C 0.289 4.408 -0.038
C 1.324 5.097 -0.668
C 1.687 6.359 -0.213
C 1.035 6.949 0.856
C 0.002 6.261 1.480
C -0.370 5.002 1.042
H 1.844 4.641 -1.494
H 2.492 6.884 -0.713
H 1.325 7.934 1.202
H -0.519 6.705 2.320
H -1.172 4.460 1.526
I -6.646 -1.422 -2.724
C -4.789 -1.860 -1.893
C -3.698 -1.070 -2.190
C -2.467 -1.353 -1.599
C -2.320 -2.408 -0.698
C -3.432 -3.215 -0.451
C -4.651 -2.950 -1.040
C -1.055 -2.714 0.107
O -0.666 -3.865 0.155
O -0.550 -1.694 0.714
H -3.783 -0.226 -2.861
H -1.626 -0.765 -1.985
H -3.315 -4.055 0.220
H -5.507 -3.576 -0.822

Atomic partial charges in e from the Mulliken method, atoms 1 to 8: 0.73, -0.68, 0.50, -0.61, -0.01, -0.18, -1.75, 1.03

***

(6)
A molecular structure, C23H16AsI2N2O6S2W. Source: OMol25; level of theory: ωB97M-V/def2-TZVPD.

Results
energy above the lowest of the compared OMol25 structures with the same formula, charge and spin: 179.22 kJ/mol
LUMO: -11.86 eV
net charge: +3
orbital gap: 5.36 eV
maximum force: 0.42 eV/Å

Cartesian coordinates (Å):
W -0.245 1.187 1.007
I 2.402 2.309 2.068
C 1.589 4.014 3.030
I -0.492 3.699 2.766
H 1.906 4.924 2.534
H 1.828 3.999 4.088
O -3.091 -1.117 -1.625
As -3.150 0.141 -0.460
O -3.447 1.615 -0.998
O -1.262 0.175 0.002
C -3.746 -0.805 1.092
C -4.610 -1.856 0.835
C -5.145 -2.594 1.894
C -4.810 -2.295 3.200
C -3.933 -1.248 3.472
C -3.409 -0.511 2.427
S -2.367 0.817 2.856
O -2.602 1.284 4.165
O -2.418 1.783 1.720
O -0.869 0.349 2.692
H -3.219 -0.790 -2.531
H -4.884 -2.109 -0.180
H -5.834 -3.401 1.680
H -5.234 -2.864 4.016
H -3.676 -0.993 4.492
S -0.522 4.532 -2.221
C -0.496 3.800 -0.726
N -0.119 2.526 -0.673
C 0.150 2.056 -1.990
C 0.509 0.771 -2.406
C 0.727 0.552 -3.753
C 0.592 1.570 -4.701
C 0.218 2.837 -4.311
C -0.005 3.056 -2.955
H -0.790 4.358 0.146
H 0.599 -0.050 -1.716
H 1.006 -0.440 -4.085
H 0.774 1.360 -5.746
H 0.097 3.634 -5.032
N 6.989 -5.160 -1.217
C 6.158 -4.413 -0.946
C 5.129 -3.482 -0.610
C 3.810 -3.742 -1.031
C 2.821 -2.853 -0.719
C 3.139 -1.677 0.031
C 4.485 -1.434 0.448
C 5.465 -2.329 0.126
C 2.148 -0.799 0.361
C 1.228 0.009 0.650
H 3.596 -4.642 -1.591
H 1.799 -3.035 -1.021
H 4.722 -0.546 1.017
H 6.490 -2.170 0.430

Atomic partial charges in e from the Mulliken method, atoms 1 to 8: 0.50, 0.43, -0.78, 0.42, 0.45, 0.46, -0.56, 1.26

***

(7)
A molecular structure, C23H16BCl3N13O4Sr. Source: OMol25; level of theory: ωB97M-V/def2-TZVPD.

Results
⟨S²⟩: 0.7547
energy above the lowest of the compared OMol25 structures with the same formula, charge and spin: 16.18 kJ/mol
LUMO (alpha / beta): -1.19 / -4.14 eV
orbital gap (alpha / beta): 7.14 / 4.20 eV
maximum force: 0.63 eV/Å
spin multiplicity: 2

Cartesian coordinates (Å):
Sr 0.689 -0.280 0.029
C -0.216 4.001 2.002
C 0.404 3.160 1.075
N 0.074 1.892 1.294
N -0.765 1.889 2.359
C -0.947 3.149 2.802
B -1.256 0.521 2.899
N -2.151 -0.216 1.845
C -3.436 -0.580 2.048
C -3.928 -1.127 0.885
C -2.856 -1.054 -0.006
N -1.794 -0.504 0.569
N 0.005 -0.314 3.293
C 0.630 -0.266 4.486
C 1.760 -1.050 4.427
C 1.761 -1.541 3.120
N 0.716 -1.088 2.435
N -2.121 0.674 4.151
C -2.378 -0.281 5.083
C -3.464 0.120 5.816
C -3.831 1.351 5.239
N -3.036 1.670 4.235
H -0.143 5.071 2.083
H 1.079 3.404 0.269
H -1.595 3.346 3.636
H -3.927 -0.417 2.992
H -4.916 -1.513 0.709
H -2.804 -1.368 -1.037
H 0.233 0.320 5.297
H 2.472 -1.237 5.210
H 2.474 -2.196 2.643
H -1.785 -1.178 5.145
H -3.921 -0.392 6.644
H -4.635 2.015 5.516
N 2.567 0.752 -1.265
C 3.398 1.041 -2.039
N 4.315 1.443 -2.838
C 4.799 0.609 -3.740
N 5.266 -0.069 -4.556
Cl -2.161 4.231 -2.015
C -2.732 2.619 -1.565
Cl -3.150 2.555 0.140
Cl -4.119 2.152 -2.564
C -1.652 1.661 -1.835
N -0.832 0.894 -2.065
O 1.889 -4.261 -1.818
C 1.627 -3.018 -2.101
O 1.065 -2.353 -1.238
C 2.017 -2.559 -3.444
C 1.326 -1.485 -4.000
C 1.681 -1.034 -5.256
C 2.713 -1.674 -5.917
C 3.415 -2.735 -5.382
C 3.060 -3.186 -4.125
N 3.096 -1.184 -7.262
O 2.560 -0.171 -7.656
O 3.897 -1.845 -7.885
H 0.532 -1.004 -3.445
H 1.190 -0.192 -5.721
H 4.234 -3.168 -5.936
H 3.606 -3.996 -3.662

Atomic partial charges in e from the Mulliken method, atoms 1 to 8: 2.65, -1.17, -0.61, -0.21, 0.32, -0.23, 0.47, 0.48

***

(8)
A molecular structure, C23H16BrMgN6O2S at a distorted geometry. Source: OMol25; level of theory: ωB97M-V/def2-TZVPD.

Results
energy above the lowest of the compared OMol25 structures with the same formula, charge and spin: 2.82 kJ/mol
LUMO (alpha / beta): 1.30 / 1.30 eV
net charge: -1
orbital gap (alpha / beta): 5.08 / 5.08 eV
maximum force: 5.16 eV/Å

Cartesian coordinates (Å):
Mg 0.903 0.731 2.774
N 0.783 4.592 0.592
C 0.930 3.741 1.655
S 2.241 2.676 1.958
N -0.185 3.695 2.497
N -0.305 2.586 3.179
C -1.335 2.662 4.084
C -1.504 1.752 5.128
C -2.541 2.123 6.029
C -3.107 1.199 6.845
C -2.540 -0.173 6.858
C -1.499 -0.557 6.091
C -0.952 0.429 5.139
O 0.088 0.062 4.380
H 1.647 4.787 0.053
H -0.010 5.239 0.539
H -2.041 3.532 3.904
H -2.992 3.106 5.993
H -4.031 1.399 7.488
H -2.983 -0.937 7.582
H -1.167 -1.585 6.104
Br 1.773 -1.328 -9.755
C 1.293 -1.657 -7.959
C 0.022 -1.202 -7.394
C -0.264 -1.429 -6.103
C 0.771 -1.995 -5.214
C 1.941 -2.485 -5.811
C 2.151 -2.401 -7.182
N 0.443 -1.985 -3.911
N 1.254 -2.555 -3.070
C 1.265 -2.042 -1.833
C 2.308 -2.625 -1.050
C 2.616 -2.173 0.196
C 1.872 -1.173 0.889
O 2.139 -0.748 2.086
C 0.630 -0.761 0.145
N -0.089 0.189 0.831
C -1.285 0.455 0.368
C -1.737 0.067 -0.921
C -0.901 -0.682 -1.745
C 0.343 -1.124 -1.191
H -0.664 -0.768 -8.144
H -1.246 -1.247 -5.689
H 2.709 -2.821 -5.124
H 2.959 -2.975 -7.625
H 2.858 -3.367 -1.606
H 3.429 -2.581 0.802
H -1.958 1.065 1.088
H -2.798 0.300 -1.253
H -1.238 -1.012 -2.699

Atomic partial charges in e from the Mulliken method, atoms 1 to 8: 0.81, -0.43, 0.52, -0.58, -1.27, 0.76, -0.42, 0.66

***

(9)
A molecular structure, C23H16BrN3O4ReSbSe4. Source: OMol25; level of theory: ωB97M-V/def2-TZVPD.

Results
⟨S²⟩: 0.8437
energy above the lowest of the compared OMol25 structures with the same formula, charge and spin: 80.84 kJ/mol
LUMO (alpha / beta): 1.13 / 0.73 eV
net charge: -1
orbital gap (alpha / beta): 6.21 / 5.80 eV
maximum force: 0.55 eV/Å
spin multiplicity: 2

Cartesian coordinates (Å):
Re -1.767 1.304 1.522
Se -6.733 1.727 2.677
Sb -5.185 2.097 0.916
Se -3.534 0.054 0.624
Se -3.054 3.313 1.704
Se -5.742 2.762 -1.301
C -1.858 -5.466 -1.342
O -0.687 -5.329 -2.126
C 0.403 -4.783 -1.526
C 0.483 -4.474 -0.172
C 1.629 -3.879 0.336
C 2.700 -3.585 -0.494
C 2.640 -3.969 -1.832
C 1.500 -4.544 -2.351
N 3.928 -2.986 -0.049
N 3.949 -2.040 0.756
C 2.748 -1.425 1.231
C 2.535 -1.408 2.582
C 1.346 -0.931 3.159
C 0.354 -0.422 2.354
O -0.811 0.046 2.770
C 0.623 -0.330 0.954
N -0.347 0.312 0.255
C -0.203 0.480 -1.040
C 0.948 0.047 -1.711
C 1.953 -0.566 -1.017
C 1.808 -0.794 0.368
H -2.625 -5.850 -2.009
H -2.179 -4.503 -0.937
H -1.708 -6.173 -0.521
H -0.342 -4.673 0.495
H 1.669 -3.623 1.386
H 3.501 -3.786 -2.463
H 1.430 -4.813 -3.396
H 3.303 -1.829 3.220
H 1.201 -0.964 4.230
H -1.009 1.000 -1.547
H 1.037 0.228 -2.772
H 2.862 -0.861 -1.523
Br 0.037 5.538 2.826
C -0.398 5.475 0.979
C -1.032 6.578 0.430
C -1.367 6.573 -0.915
C -1.037 5.487 -1.710
C -0.378 4.405 -1.153
C -0.072 4.372 0.201
C 0.557 3.114 0.743
O 1.611 2.717 0.294
O -0.110 2.509 1.691
H -1.276 7.421 1.059
H -1.891 7.420 -1.336
H -1.302 5.478 -2.759
H -0.104 3.552 -1.762

Atomic partial charges in e from the Mulliken method, atoms 1 to 8: 0.79, -0.59, 0.57, -0.41, -0.27, -0.59, -0.79, -0.47

***

> What is the formula in the sixth record?

C23H16AsI2N2O6S2W

***

> Which formula does entry 8 have?

C23H16BrMgN6O2S